Molecular formula: C4H10NO2
Method: DFT, ωB97M-V/def2-TZVPD

Last column: Mulliken charge in e.
Element x y z (Å)
C: -0.78 1.67 -0.71  -0.292
C: 0.92 1.68 1.02  -0.832
C: 0.23 -2.30 -1.20  -0.648
C: -0.32 -1.38 0.93  0.352
N: -0.24 1.15 0.37  -0.207
O: -1.23 -1.32 1.79  -0.346
O: -0.69 -1.68 -0.27  -0.278
H: -1.54 1.00 -1.11  0.242
H: -0.66 2.56 -1.34  0.309
H: 1.78 0.93 0.87  0.254
H: 0.87 1.69 2.17  0.272
H: 1.11 2.70 0.67  0.361
H: 1.25 -2.33 -0.79  0.362
H: 0.30 -1.63 -2.15  0.254
H: -0.13 -3.32 -1.20  0.307
H: 0.76 -1.49 1.37  0.444
H: -2.17 -1.29 1.31  0.447

Output
**Largest force on an atom**: 3.43 eV Å⁻¹
**Frontier orbital gap**: 9.65 eV
**Energy relative to the best compared isomer or geometry (same formula, charge and spin)**: 94.4 kcal per mole
**Charge**: +1



Molecular formula: C25H32As2FeNO3S
Method: DFT, ωB97M-V/def2-TZVPD

Last column: Mulliken spin population.
Element x y z (Å)
Fe: -0.79 0.03 0.31  3.787
C: -3.06 -3.22 -0.22  0.015
As: -2.00 -1.74 -0.88  0.013
C: -0.97 -2.62 -2.27  0.010
C: -3.31 -0.79 -1.98  0.017
C: -4.27 -1.50 -2.71  -0.002
C: -5.22 -0.83 -3.47  0.000
C: -5.21 0.55 -3.52  0.000
C: -4.25 1.27 -2.82  -0.002
C: -3.30 0.61 -2.04  -0.002
As: -1.92 1.62 -1.11  0.018
C: -2.86 3.25 -0.65  0.016
C: -0.88 2.21 -2.63  0.011
H: -3.44 -3.81 -1.05  0.002
H: -3.87 -2.83 0.39  -0.001
H: -2.42 -3.85 0.40  0.000
H: -1.65 -3.13 -2.95  0.002
H: -0.29 -3.33 -1.82  -0.001
H: -0.39 -1.87 -2.81  -0.002
H: -4.28 -2.58 -2.68  0.000
H: -5.96 -1.40 -4.02  0.000
H: -5.95 1.08 -4.11  0.000
H: -4.25 2.35 -2.88  0.000
H: -3.08 3.83 -1.54  0.003
H: -2.23 3.84 0.01  -0.001
H: -3.78 3.00 -0.12  -0.001
H: -1.56 2.63 -3.38  0.001
H: -0.35 1.36 -3.05  -0.003
H: -0.16 2.95 -2.32  -0.001
O: -2.58 -1.56 2.48  0.002
C: -1.88 -0.64 2.93  -0.013
O: -1.15 0.18 2.31  0.062
C: -1.88 -0.47 4.44  0.006
N: -2.90 -1.47 4.95  0.001
C: -2.22 -2.40 5.93  0.000
C: -0.98 -1.63 6.36  0.000
C: -0.55 -0.89 5.08  0.000
H: -2.17 0.54 4.71  0.001
H: -3.15 -1.92 4.05  0.000
H: -3.71 -1.02 5.36  0.000
H: -1.96 -3.31 5.39  0.000
H: -2.90 -2.64 6.74  0.000
H: -0.20 -2.29 6.74  0.000
H: -1.23 -0.91 7.15  0.000
H: -0.01 -1.57 4.42  -0.001
H: 0.08 -0.03 5.28  0.001
C: 8.54 3.58 -1.89  0.000
C: 7.82 2.52 -2.68  0.001
O: 7.11 2.72 -3.61  0.000
S: 8.06 0.79 -2.02  0.000
C: 6.35 0.53 -1.58  0.016
C: 5.41 0.19 -2.55  -0.008
C: 4.08 0.05 -2.21  0.020
C: 3.65 0.24 -0.90  -0.027
C: 4.60 0.55 0.08  0.020
C: 5.94 0.70 -0.26  -0.009
C: 2.26 0.12 -0.55  0.118
C: 1.08 0.02 -0.27  -0.071
H: 8.46 4.55 -2.38  0.000
H: 9.59 3.29 -1.76  0.000
H: 8.10 3.62 -0.89  0.000
H: 5.74 0.05 -3.57  0.000
H: 3.35 -0.21 -2.97  0.000
H: 4.27 0.70 1.10  0.000
H: 6.67 0.94 0.50  0.000

Output
**Largest force on an atom**: 1.36 eV Å⁻¹
**Frontier orbital gap (alpha / beta)**: 7.52 / 7.56 eV
**Energy relative to the best compared isomer or geometry (same formula, charge and spin)**: 0.0 kcal per mole
**2S+1**: 5
**Expectation value of S²**: 6.03
**Charge**: +1



Molecular formula: C25H20BrCrF3N2Si
Method: DFT, ωB97M-V/def2-TZVPD

Last column: Mulliken spin population.
Element x y z (Å)
Cr: 0.11 0.36 -0.23  3.395
Br: 0.85 6.17 5.07  0.003
C: 0.42 4.65 4.02  0.061
C: -0.78 3.98 4.24  -0.029
C: -1.11 2.89 3.48  0.092
C: -0.23 2.38 2.48  -0.086
C: 0.96 3.11 2.28  0.038
C: 1.28 4.21 3.03  -0.038
N: -0.50 1.26 1.74  0.147
C: -1.43 0.41 2.20  0.263
C: -2.01 -0.60 1.43  0.086
C: -3.07 -1.39 1.95  0.074
C: -3.70 -2.30 1.16  0.015
C: -3.31 -2.41 -0.18  0.157
C: -2.28 -1.61 -0.64  -0.031
N: -1.60 -0.76 0.13  0.118
H: -1.45 4.33 5.01  -0.002
H: -2.08 2.44 3.63  0.014
H: 1.64 2.78 1.51  0.042
H: 2.22 4.74 2.86  -0.002
H: -1.79 0.52 3.22  0.054
H: -3.36 -1.23 2.97  0.004
H: -4.50 -2.92 1.54  0.002
H: -3.80 -3.10 -0.85  0.011
H: -1.98 -1.67 -1.68  0.001
F: 0.31 -2.41 -1.37  -0.002
C: 0.92 -1.24 -1.09  -0.085
F: 2.07 -1.26 -1.81  -0.004
F: 1.35 -1.40 0.26  0.001
C: 2.55 5.13 -3.62  0.000
C: 2.79 3.83 -4.04  -0.001
C: 2.71 2.79 -3.13  -0.004
C: 2.40 3.03 -1.79  0.024
C: 2.16 4.35 -1.39  -0.007
C: 2.24 5.39 -2.30  0.000
Si: 2.16 1.57 -0.58  -0.076
C: 3.93 1.23 0.11  0.017
C: 4.78 0.39 -0.61  -0.004
C: 6.04 0.07 -0.14  0.001
C: 6.49 0.61 1.06  -0.002
C: 5.66 1.44 1.79  0.000
C: 4.40 1.74 1.33  -0.013
H: 2.61 5.95 -4.33  0.000
H: 3.02 3.63 -5.08  0.000
H: 2.90 1.78 -3.46  -0.002
H: 1.91 4.55 -0.36  -0.006
H: 2.05 6.40 -1.97  0.000
H: -0.74 1.33 -1.07  -0.226
H: 4.45 -0.02 -1.55  -0.003
H: 6.68 -0.58 -0.71  0.000
H: 7.48 0.37 1.42  0.000
H: 6.00 1.85 2.74  0.000
H: 3.77 2.39 1.91  -0.001

Output
**Largest force on an atom**: 2.54 eV Å⁻¹
**Frontier orbital gap (alpha / beta)**: 4.99 / 6.61 eV
**Energy relative to the best compared isomer or geometry (same formula, charge and spin)**: 60.1 kcal per mole
**2S+1**: 5
**Expectation value of S²**: 6.09



Molecular formula: C42H116N8O13
Method: DFT, ωB97M-V/def2-TZVPD

Last column: Mulliken spin population.
Element x y z (Å)
C: 1.84 1.31 0.23  0.669
C: 0.45 0.94 -0.21  -0.303
C: 0.18 1.39 -1.69  0.003
C: 0.75 0.40 -2.72  -0.137
C: 0.21 -0.99 -2.45  -0.088
C: 0.52 -1.52 -1.07  -0.210
N: 0.13 -0.46 -0.07  0.003
O: 0.28 -0.89 1.25  -0.130
C: -0.47 -2.72 -0.80  0.045
C: 2.02 -2.01 -0.89  0.228
C: -0.57 1.75 0.69  -0.124
H: 2.57 0.72 -0.32  -0.330
H: 1.93 1.07 1.29  0.070
H: 2.07 2.36 0.01  0.087
H: -0.89 1.42 -1.90  0.075
H: 0.59 2.40 -1.75  -0.025
H: 1.84 0.49 -2.70  0.177
H: 0.46 0.76 -3.71  0.026
H: 0.67 -1.55 -3.26  0.033
H: -0.86 -1.00 -2.63  -0.016
H: -1.49 -2.34 -0.73  -0.020
H: -0.35 -3.39 -1.65  0.020
H: -0.22 -3.35 0.05  -0.004
H: 2.61 -1.18 -1.27  0.036
H: 2.19 -2.14 0.18  -0.169
H: 2.15 -2.95 -1.44  0.038
H: -0.50 2.82 0.52  -0.014
H: -0.48 1.53 1.75  0.052
H: -1.59 1.47 0.42  0.006
H: -0.60 -0.93 1.63  -0.002
C: -2.66 0.67 -4.58  0.056
O: -4.04 0.40 -4.86  -0.007
H: -2.54 1.17 -3.62  -0.002
H: -2.11 -0.27 -4.46  -0.009
H: -2.04 1.23 -5.28  -0.004
H: -4.05 -0.06 -5.70  0.001
C: -3.64 -0.49 -1.42  0.006
O: -4.66 -0.39 -0.39  0.000
H: -4.04 0.22 -2.14  0.001
H: -2.69 -0.22 -0.97  -0.003
H: -3.49 -1.49 -1.83  -0.002
H: -4.52 0.49 -0.04  0.000
C: 6.20 3.49 0.26  1.324
O: 4.99 2.77 0.63  -0.866
H: 7.01 2.77 0.18  -0.374
H: 5.94 3.97 -0.68  -0.119
H: 6.31 4.09 1.17  -0.096
H: 5.05 1.95 0.14  0.400
C: 3.94 -0.93 2.82  0.043
O: 5.25 -1.11 3.21  -0.490
H: 3.75 -0.29 1.96  0.321
H: 3.59 -1.91 2.51  0.068
H: 3.22 -0.67 3.60  0.192
H: 5.61 -0.23 3.35  0.049
C: 2.10 -4.32 -4.62  0.021
O: 1.23 -5.32 -5.11  -0.011
H: 3.16 -4.57 -4.58  -0.002
H: 2.03 -3.39 -5.17  0.013
H: 1.67 -4.05 -3.65  0.008
H: 0.36 -5.28 -4.72  -0.002
C: 6.66 -1.60 -6.57  0.021
C: 5.17 -1.19 -6.63  -0.128
C: 4.68 -1.03 -5.16  0.130
O: 4.43 -2.30 -4.54  -0.057
C: 4.67 -2.26 -3.13  0.154
N: 5.10 -0.13 -7.63  -0.001
H: 6.73 -2.51 -5.97  0.014
H: 7.40 -0.89 -6.18  -0.013
H: 7.12 -1.77 -7.54  -0.002
H: 4.60 -2.04 -7.00  0.014
H: 3.76 -0.44 -5.17  0.195
H: 5.44 -0.51 -4.57  -0.091
H: 4.31 -1.37 -2.62  0.044
H: 5.74 -2.43 -3.12  -0.059
H: 4.32 -3.13 -2.57  0.031
H: 4.20 -0.03 -8.07  -0.007
H: 5.65 -0.40 -8.43  -0.007
C: 0.18 -0.63 5.35  0.006
C: -1.02 0.23 5.02  -0.018
C: -2.20 -0.64 4.49  -0.001
O: -2.05 -0.90 3.15  -0.007
C: -3.16 -1.60 2.54  0.001
N: -1.53 0.84 6.27  0.004
H: 0.85 -0.04 5.97  0.004
H: 0.59 -0.90 4.37  -0.001
H: -0.01 -1.55 5.91  0.005
H: -0.80 0.98 4.25  -0.005
H: -3.16 -0.13 4.60  0.000
H: -2.31 -1.55 5.07  0.000
H: -3.39 -2.43 3.21  0.001
H: -2.87 -2.03 1.58  0.003
H: -4.05 -1.03 2.28  -0.001
H: -1.84 1.79 6.13  -0.001
H: -0.73 0.93 6.88  0.000
C: 2.02 6.24 2.83  -0.013
C: 3.04 5.10 2.47  -0.020
C: 2.48 3.71 2.81  0.171
O: 1.98 3.60 4.10  -0.103
C: 1.74 2.30 4.51  -0.025
N: 3.18 5.28 1.00  0.000
H: 1.03 6.02 2.42  0.010
H: 2.42 7.21 2.54  -0.019
H: 1.97 6.30 3.92  -0.002
H: 4.00 5.16 2.99  0.121
H: 3.30 2.99 2.76  0.019
H: 1.80 3.32 2.06  0.078
H: 1.26 2.34 5.48  -0.002
H: 2.66 1.75 4.73  0.028
H: 1.17 1.69 3.81  0.016
H: 3.57 4.41 0.66  0.014
H: 3.94 5.93 0.90  -0.039
C: -3.61 3.65 4.60  0.000
C: -2.12 3.89 4.28  -0.014
C: -1.75 5.28 3.70  0.001
O: -2.48 5.49 2.49  -0.002
C: -2.16 6.78 1.96  0.008
N: -1.39 3.66 5.51  -0.002
H: -4.15 4.22 3.85  0.000
H: -3.91 4.04 5.58  0.000
H: -3.84 2.59 4.60  0.000
H: -1.92 3.23 3.44  0.008
H: -0.67 5.28 3.57  0.003
H: -2.03 6.01 4.45  0.001
H: -2.72 7.54 2.51  -0.001
H: -2.42 6.87 0.91  0.003
H: -1.11 7.06 2.05  -0.001
H: -1.52 4.37 6.22  -0.002
H: -0.40 3.80 5.38  -0.002
C: -6.11 4.66 -0.97  0.000
C: -4.58 4.68 -0.71  0.003
C: -4.03 3.27 -0.95  -0.014
O: -4.68 2.36 -0.11  0.001
C: -4.32 2.44 1.28  0.009
N: -3.97 5.54 -1.70  0.005
H: -6.41 5.70 -0.94  0.000
H: -6.68 4.03 -0.28  0.000
H: -6.20 4.33 -2.00  0.000
H: -4.48 5.06 0.30  0.000
H: -2.95 3.24 -0.75  0.010
H: -4.08 2.83 -1.95  0.002
H: -3.25 2.44 1.50  -0.003
H: -4.84 1.59 1.73  0.000
H: -4.82 3.32 1.68  -0.001
H: -4.22 5.13 -2.59  -0.001
H: -2.98 5.37 -1.68  -0.003
C: -2.29 -4.44 -4.23  -0.005
C: -2.35 -5.87 -4.53  0.004
C: -2.13 -6.18 -6.08  -0.001
O: -3.18 -5.62 -6.92  0.000
C: -3.14 -6.06 -8.24  0.001
N: -1.20 -6.41 -3.81  -0.002
H: -1.48 -3.92 -4.73  0.002
H: -2.31 -4.24 -3.16  0.001
H: -3.19 -3.98 -4.64  0.000
H: -3.36 -6.15 -4.22  0.001
H: -2.08 -7.27 -6.15  0.000
H: -1.24 -5.68 -6.44  0.000
H: -2.24 -5.79 -8.79  0.000
H: -4.06 -5.71 -8.71  0.000
H: -3.15 -7.15 -8.18  0.000
H: -1.09 -7.37 -4.10  0.000
H: -1.33 -6.42 -2.80  0.000
C: -1.74 -4.72 3.97  -0.001
C: -0.24 -4.33 4.02  -0.007
C: 0.52 -5.04 5.17  0.004
O: 1.97 -4.83 5.18  -0.010
C: 2.45 -3.49 5.21  0.036
N: 0.28 -4.72 2.69  0.003
H: -2.23 -4.72 4.94  0.000
H: -1.87 -5.70 3.52  0.000
H: -2.35 -4.09 3.32  0.000
H: -0.07 -3.26 4.14  0.004
H: 0.42 -6.12 5.07  0.002
H: 0.08 -4.78 6.13  0.000
H: 2.04 -2.80 4.47  -0.005
H: 3.53 -3.59 5.08  -0.013
H: 2.27 -3.00 6.16  0.002
H: 1.27 -4.54 2.73  -0.001
H: -0.15 -4.03 2.10  0.000

Output
**Largest force on an atom**: 3.01 eV Å⁻¹
**Frontier orbital gap (alpha / beta)**: 1.66 / 8.04 eV
**2S+1**: 2
**Expectation value of S²**: 0.75
**Charge**: -1



Molecular formula: C4H4FNOS
Method: DFT, ωB97M-V/def2-TZVPD

Last column: Mulliken charge in e.
Element x y z (Å)
C: 0.76 1.68 0.18  -0.209
C: 0.07 0.33 -0.01  0.292
C: 0.19 -0.47 -1.09  -0.232
C: -0.78 -1.84 0.26  0.096
H: 1.78 1.83 0.68  0.213
H: 0.95 2.16 -0.88  0.222
H: 0.51 -0.33 -2.19  0.295
H: -0.87 -0.29 1.77  0.330
N: -0.35 -0.64 0.82  -0.151
O: -0.59 -1.56 -1.08  -0.236
F: -0.14 2.41 0.96  -0.276
S: -1.53 -3.27 0.58  -0.344

Output
**Largest force on an atom**: 9.62 eV Å⁻¹
**Frontier orbital gap**: 8.69 eV
**Energy relative to the best compared isomer or geometry (same formula, charge and spin)**: 52.5 kcal per mole
**Structure (SMILES)**: FCc1coc(=S)[nH]1